[1]
A structure of composition C6H16N2O. Source: the Open Molecules 2025 dataset; level of theory: ωB97M-V/def2-TZVPD.

Properties
total charge = 0
HOMO energy = -7.23 eV
strongest force on any atom = 3.32 eV/Å
Kohn-Sham gap = 7.93 eV
LUMO = 0.709 eV
E_tot = -422.777661 hartree

The geometry in XYZ format:
```
25
C6H16N2O, DFT ωB97M-V/def2-TZVPD
C 1.746 -0.144 0.262
C 1.387 1.213 0.454
C 2.721 -0.464 -0.849
C 0.256 -1.570 -0.124
H 1.920 -0.683 1.186
H 1.619 1.636 1.429
H -0.026 1.284 0.615
H 1.558 1.908 -0.365
H 3.723 -0.105 -0.592
H 2.779 -1.532 -1.057
H 2.446 0.049 -1.773
H 0.985 -2.371 -0.015
H -0.137 -1.719 -1.134
H -0.466 -1.774 0.660
C -1.784 0.603 -1.480
C -1.778 0.256 -0.028
N -1.439 0.876 2.204
O -2.591 -0.740 0.412
N -1.305 1.120 0.829
H -2.404 -1.546 -0.096
H -1.914 1.665 2.626
H -1.920 0.002 2.383
H -1.601 -0.283 -2.089
H -1.006 1.331 -1.693
H -2.769 0.988 -1.765
```

Atomic partial charges in e from the Mulliken method, atoms 1 to 8: number 1, C, carries 0.548; number 2, C, carries -1.290; number 3, C, carries -1.298; number 4, C, carries -1.464; number 5, H, carries 0.321; number 6, H, carries 0.350; number 7, H, carries 0.292; number 8, H, carries 0.269

[2]
A structure of composition C6H16N2O. Source: the Open Molecules 2025 dataset; level of theory: ωB97M-V/def2-TZVPD.

Properties
total charge = 0
HOMO energy = -8.21 eV
strongest force on any atom = 3.80 eV/Å
Kohn-Sham gap = 9.11 eV
LUMO = 0.900 eV
E_tot = -422.873710 hartree

The geometry in XYZ format:
```
25
C6H16N2O, DFT ωB97M-V/def2-TZVPD
C 2.005 -0.473 -0.038
C 1.696 -1.275 -1.286
N 1.946 0.938 -0.304
N 3.254 -0.888 0.543
C 0.654 -0.489 1.948
O 0.783 0.597 2.348
H 1.078 1.194 -0.760
H 2.022 1.483 0.553
H 3.519 -0.294 1.321
H 4.011 -0.843 -0.135
H 1.069 -1.094 0.841
H 0.692 -1.055 -1.649
H 1.765 -2.342 -1.075
H 2.411 -1.037 -2.080
C -1.877 0.314 -0.166
C -2.162 1.542 0.694
C -3.153 -0.384 -0.628
H -1.263 -0.392 0.405
H -1.292 0.610 -1.043
H -2.927 -1.258 -1.237
H -2.734 1.266 1.581
H -2.743 2.278 0.136
H -1.238 2.015 1.028
H -3.767 0.292 -1.224
H -3.748 -0.706 0.227
```

Atomic partial charges in e from the Mulliken method, atoms 1 to 8: number 1, C, carries 0.555; number 2, C, carries -1.327; number 3, N, carries -0.654; number 4, N, carries -0.610; number 5, C, carries -0.373; number 6, O, carries -0.197; number 7, H, carries 0.221; number 8, H, carries 0.289

[3]
A structure of composition C6H16N2Se4Sn. Source: the Open Molecules 2025 dataset; level of theory: ωB97M-V/def2-TZVPD.

Properties
total charge = +2
HOMO energy (spin up / spin down) = -14.95 / -14.95 eV
strongest force on any atom = 0.09 eV/Å
Kohn-Sham gap (spin up / spin down) = 6.16 / 6.17 eV
LUMO (spin up / spin down) = -8.788 / -8.775 eV
E_tot = -10167.145772 hartree

The geometry in XYZ format:
```
29
C6H16N2Se4Sn, DFT ωB97M-V/def2-TZVPD
Sn 0.549 -0.920 -0.752
Se -0.112 -3.465 -2.449
Se 1.338 -4.662 -3.598
Se 3.456 -3.734 -3.290
Se 3.249 -1.984 -1.968
C 1.258 -0.730 2.344
N 0.077 -0.424 1.501
C -1.064 -1.277 1.911
C -0.273 1.021 1.585
C -1.162 1.442 0.427
N -0.506 1.181 -0.883
C 0.547 2.186 -1.165
C -1.502 1.179 -1.982
H 1.046 -0.505 3.391
H 2.110 -0.128 2.026
H 1.508 -1.788 2.261
H -1.342 -1.061 2.944
H -0.781 -2.327 1.840
H -1.932 -1.101 1.275
H 0.655 1.592 1.592
H -0.775 1.223 2.535
H -1.407 2.505 0.511
H -2.108 0.901 0.445
H 0.109 3.186 -1.204
H 1.011 1.971 -2.127
H 1.315 2.174 -0.392
H -1.994 2.152 -2.051
H -2.262 0.420 -1.796
H -1.006 0.975 -2.930
```

Atomic partial charges in e from the Mulliken method, atoms 1 to 8: number 1, Sn, carries 1.058; number 2, Se, carries -0.057; number 3, Se, carries 0.180; number 4, Se, carries 0.178; number 5, Se, carries -0.060; number 6, C, carries -1.018; number 7, N, carries 0.041; number 8, C, carries -1.049

[4]
The ion C6H16N3O2 with charge +1. Source: the Open Molecules 2025 dataset; level of theory: ωB97M-V/def2-TZVPD.

Properties
total charge = +1
HOMO energy (spin up / spin down) = -13.48 / -13.48 eV
strongest force on any atom = 4.48 eV/Å
Kohn-Sham gap (spin up / spin down) = 9.32 / 9.32 eV
SMILES string = CC(C)N(C(C)C)/[N+](O)=N/O
LUMO (spin up / spin down) = -4.165 / -4.165 eV
E_tot = -552.487367 hartree

The geometry in XYZ format:
```
27
C6H16N3O2, DFT ωB97M-V/def2-TZVPD
C -0.435 -1.914 1.364
C -1.213 -0.785 0.559
C -2.094 -1.182 -0.621
N -0.218 0.230 0.181
C 1.053 -0.280 -0.418
C 2.446 0.149 0.180
C 1.168 -0.183 -1.990
N -0.326 1.504 0.447
O 0.693 2.300 0.084
N -1.455 1.977 0.738
O -1.378 3.266 1.075
H -0.048 -2.597 0.589
H 0.293 -1.673 2.066
H -1.194 -2.528 1.905
H -1.851 -0.330 1.364
H -1.689 -0.591 -1.463
H -3.152 -1.065 -0.483
H -1.939 -2.178 -0.863
H 0.964 -1.388 -0.264
H 2.846 0.886 -0.502
H 2.135 0.692 1.141
H 3.348 -0.576 0.265
H 1.197 0.854 -2.329
H 0.428 -0.762 -2.588
H 2.199 -0.566 -2.161
H 0.540 3.212 0.507
H -2.318 3.530 1.215
```

Atomic partial charges in e from the Mulliken method, atoms 1 to 8: number 1, C, carries -1.582; number 2, C, carries 0.458; number 3, C, carries -1.373; number 4, N, carries 0.141; number 5, C, carries 0.364; number 6, C, carries -1.103; number 7, C, carries -1.307; number 8, N, carries 1.143

[5]
The ion C6H16N3Si with charge +1. Source: the Open Molecules 2025 dataset; level of theory: ωB97M-V/def2-TZVPD.

Properties
total charge = +1
HOMO energy = -13.97 eV
strongest force on any atom = 3.99 eV/Å
Kohn-Sham gap = 10.26 eV
SMILES string = CC[Si](CC)(CC)N=[N+]=N
LUMO = -3.712 eV
E_tot = -691.602392 hartree

The geometry in XYZ format:
```
26
C6H16N3Si, DFT ωB97M-V/def2-TZVPD
C -0.766 -2.881 0.739
C -0.716 -1.483 1.301
Si -0.181 -0.066 0.179
C 0.485 1.588 0.803
C -0.462 2.789 0.733
C 0.562 -0.413 -1.567
C 2.030 -0.583 -1.341
N -1.902 0.323 -0.256
N -2.773 0.882 -0.696
N -3.670 1.548 -0.954
H -0.039 -3.094 -0.036
H -0.787 -3.763 1.414
H -1.659 -2.891 0.150
H -0.072 -1.490 2.163
H -1.799 -1.210 1.531
H 0.877 1.476 1.836
H 1.292 1.878 0.197
H -0.444 3.422 -0.137
H -1.501 2.695 1.096
H -0.050 3.516 1.434
H 0.204 -1.353 -1.884
H 0.311 0.230 -2.509
H 2.554 0.448 -1.355
H 2.161 -0.768 -0.272
H 2.615 -1.303 -1.868
H -4.526 1.878 -1.255
```

Atomic partial charges in e from the Mulliken method, atoms 1 to 8: number 1, C, carries -1.163; number 2, C, carries -0.403; number 3, Si, carries 0.020; number 4, C, carries -0.329; number 5, C, carries -1.365; number 6, C, carries -0.452; number 7, C, carries -1.075; number 8, N, carries -0.452

[6]
A structure of composition C6H16N4O10P2Pt. Source: the Open Molecules 2025 dataset; level of theory: ωB97M-V/def2-TZVPD.

Properties
total charge = 0
HOMO energy = -8.10 eV
strongest force on any atom = 1.66 eV/Å
Kohn-Sham gap = 8.29 eV
LUMO = 0.192 eV
E_tot = -2011.801427 hartree

The geometry in XYZ format:
```
39
C6H16N4O10P2Pt, DFT ωB97M-V/def2-TZVPD
Pt -0.702 -0.201 -0.636
C 0.969 -0.758 3.675
C 0.510 -0.646 2.228
O -0.161 0.600 2.085
P -0.676 -1.959 1.749
O -2.067 -1.689 2.389
O -0.140 -3.232 2.504
O -0.720 -2.089 0.248
P 1.931 -0.721 1.029
O 2.250 -2.326 1.107
O 3.060 0.050 1.580
O 1.407 -0.460 -0.368
H 0.136 -0.518 4.334
H 1.786 -0.053 3.835
H 1.334 -1.752 3.920
H 0.493 1.284 2.293
H -2.636 -1.213 1.753
H 0.698 -3.519 2.113
H 3.185 -2.456 1.294
N -0.337 -1.992 -2.539
H -0.748 -2.066 -3.463
H -0.616 -2.810 -2.009
H 0.672 -2.034 -2.630
O -2.683 -0.240 -0.034
N -3.327 0.836 0.338
O -4.342 0.640 0.963
O -2.889 1.913 0.019
C 0.382 1.023 -3.721
C 0.255 1.886 -2.529
N -0.294 1.576 -1.366
C -0.205 2.685 -0.557
C 0.408 3.677 -1.248
N 0.687 3.157 -2.485
H -0.368 0.239 -3.672
H 1.368 0.563 -3.766
H 0.223 1.602 -4.629
H -0.636 2.683 0.420
H 0.659 4.682 -0.981
H 1.136 3.637 -3.247
```

Atomic partial charges in e from the Mulliken method, atoms 1 to 8: number 1, Pt, carries 1.309; number 2, C, carries -1.799; number 3, C, carries 0.812; number 4, O, carries -0.449; number 5, P, carries 0.793; number 6, O, carries -0.590; number 7, O, carries -0.545; number 8, O, carries -0.672

> Among the records above, which one has the highest strongest force on any atom?

C6H16N3O2